The following is a DFT calculation (ωB97M-V/def2-TZVPD) of C51H39AsFeN4O4P as an isolated structure in a non-equilibrium geometry.

Structure (ORCA input):
```
! wB97M-V def2-TZVPD RIJCOSX def2/J DEFGRID3
* xyz 0 2
C 2.38 -1.05 2.13
C 4.18 1.94 -0.62
H -0.34 4.42 -0.80
C 3.50 4.13 0.07
C 1.37 -4.40 -0.24
C 2.71 1.01 -3.83
H 5.43 -1.13 -1.34
H 2.85 -4.97 -3.77
H 1.00 -5.20 -0.87
C -2.59 2.38 1.63
H -1.46 -1.25 2.16
C 4.73 -0.34 -1.11
H 3.62 -3.57 2.17
C 2.82 -3.50 1.44
H 1.42 4.41 0.57
O 1.60 -0.11 1.78
C 2.14 -2.30 1.32
N 0.56 1.84 -0.11
C 1.22 -3.95 -4.72
C -1.45 1.82 1.05
H 2.19 4.82 -3.52
As -1.07 -2.64 -5.92
H -4.19 1.95 3.02
N -1.09 0.53 1.22
H 0.41 -0.22 -4.85
H -4.26 1.87 -1.48
C 3.69 1.88 -4.29
H 1.46 1.26 -8.12
C 3.37 -0.67 -0.96
C -2.28 1.21 -1.98
H -2.92 -0.86 -7.27
C 1.80 2.42 -0.14
C 3.22 -4.66 -5.86
C -1.78 -0.22 2.04
H -0.62 2.36 -8.89
H -3.81 4.17 1.73
C 2.34 3.75 -3.61
C 0.76 -3.16 -0.31
C -1.27 1.18 -2.93
C -1.95 -0.40 -7.45
H -2.13 0.70 -1.04
H -2.86 2.86 -5.41
H 4.26 3.94 -4.53
H 1.06 -3.18 -8.02
C 0.27 -0.88 -3.99
C -0.39 -2.81 -1.22
C 0.71 -3.42 -5.91
H 4.59 1.49 -4.73
H 2.88 -0.05 -3.90
H 0.45 3.27 -2.71
P 0.31 0.33 -2.61
C 2.46 -4.56 -4.70
C 2.43 -4.56 0.64
N 2.46 0.24 -0.67
C 5.12 0.95 -0.94
H -1.18 -2.42 -3.41
O -0.76 -1.59 -1.11
C -2.93 3.71 1.29
H 0.62 -3.92 -3.81
H 3.74 5.16 0.34
N 1.16 -2.14 0.44
C -3.32 1.55 2.52
H -0.72 1.76 -4.94
C -2.91 0.27 2.74
C -1.49 1.78 -4.18
C 1.53 1.50 -3.26
C 1.36 2.88 -3.15
C -3.69 2.45 -3.47
H 6.16 1.23 -1.05
C -0.57 2.56 0.24
O -0.85 -3.68 -1.95
C 2.70 -4.17 -7.05
H 3.03 -1.69 -1.09
Fe 0.47 -0.10 0.05
H -3.44 -0.39 3.41
C 0.50 0.79 -7.94
H -1.86 -1.02 -4.22
C -0.79 -1.03 -7.01
C -3.48 1.85 -2.24
C 0.44 -0.42 -7.27
C -0.67 1.42 -8.36
C -1.89 0.82 -8.12
H 2.94 -5.51 0.71
C -2.14 4.40 0.41
C 3.50 3.26 -4.18
C -0.95 3.84 -0.12
H 5.52 3.63 -0.45
C 4.50 3.30 -0.35
C 2.16 3.71 0.19
H -2.81 1.29 -8.46
C 2.84 1.53 -0.49
H -2.40 5.41 0.13
C 1.46 -3.56 -7.08
C -1.00 -1.68 -4.19
O 3.24 -1.04 3.00
H -4.63 2.94 -3.68
H 1.16 -1.52 -3.92
H 3.27 -4.26 -7.97
C -2.70 2.40 -4.44
H 1.35 -0.89 -6.95
H 4.19 -5.13 -5.84
*
```

As for the LUMO energy (alpha / beta): -0.92 / -0.47 eV. The energy relative to the best compared isomer or geometry (same formula, charge and spin) is 1.7355 eV. The orbital gap (alpha / beta) is 6.228 / 6.618 eV.